# 1
Density functional theory data (ωB97M-V with the def2-TZVPD basis set) for C26H37N5O4PtSSi3 as an isolated structure.

## Properties
ΔE to the lowest compared entry with this formula, charge and spin: 40.3 kJ/mol
Gap between HOMO and LUMO (alpha / beta): 7.344 / 7.708 eV
Spin multiplicity: 3
⟨S²⟩: 2.005
Charge: 0
Max |F|: 0.51 eV/A
Highest occupied orbital energy (alpha / beta): -0.2765 / -0.3207 Ha

CARTESIAN COORDINATES (ANGSTROEM)
C (-4.165, 0.358, 1.070)
C (2.051, 2.440, -1.298)
H (2.276, 4.294, 2.688)
O (6.680, 2.493, -1.279)
H (-3.775, -2.716, -0.093)
H (-0.613, -1.453, -3.553)
H (-1.253, 3.307, -0.468)
C (1.810, 0.737, 3.998)
C (1.692, 0.982, 2.630)
C (-0.877, -4.396, -0.891)
N (1.417, -0.161, 1.854)
N (1.173, -2.478, 2.161)
C (-3.767, 1.026, -2.487)
H (-4.712, -0.405, 0.519)
H (-4.406, -1.767, -1.436)
H (1.723, 2.497, 1.111)
C (-1.542, -0.104, -0.649)
H (-0.719, 1.978, 1.531)
H (-2.308, -1.119, -3.887)
H (0.054, 0.978, -3.124)
N (0.622, -2.553, -0.888)
H (3.973, 3.714, -1.976)
C (3.144, 1.426, -1.071)
H (-4.029, 1.851, -3.153)
O (2.364, 3.536, -1.774)
H (-2.332, 2.324, 2.118)
O (4.978, 3.764, -1.920)
H (-4.513, 1.000, -1.694)
Si (-2.036, 1.334, -1.787)
H (-4.441, 1.333, 0.670)
C (-3.622, -2.466, -1.143)
Pt (0.576, -0.110, -0.301)
H (2.636, -2.978, -0.850)
H (-1.289, 1.235, 3.025)
H (2.337, -5.435, -0.759)
H (-1.368, -2.203, 1.564)
H (6.009, -0.017, -0.462)
C (2.095, 1.745, 4.908)
H (2.489, 3.834, 5.106)
C (-2.063, -1.516, 2.043)
H (-1.894, -4.761, -0.930)
H (0.005, -6.347, -0.727)
C (5.004, 0.328, -0.623)
C (-1.584, 1.537, 2.017)
C (1.866, 2.276, 2.155)
H (-3.757, -3.371, -1.737)
Si (-2.299, 0.088, 1.056)
C (1.476, -4.783, -0.797)
O (0.900, 2.095, -0.903)
C (4.551, 1.549, -1.072)
H (-0.614, 2.574, -3.394)
H (0.754, -2.544, 1.243)
C (0.182, -5.281, -0.791)
C (-0.642, -3.022, -0.958)
H (-4.508, 0.328, 2.107)
H (-1.699, -1.316, 3.054)
H (-3.017, -2.037, 2.141)
C (-1.633, -1.756, -3.318)
C (1.643, -3.413, -0.846)
N (3.924, -0.439, -0.402)
H (-2.479, 3.717, -1.668)
C (1.335, -1.213, 2.621)
C (2.151, 3.285, 3.056)
H (-3.865, 0.107, -3.065)
C (5.493, 2.655, -1.429)
C (-2.188, 2.981, -0.913)
C (-0.879, 1.525, -3.262)
N (2.788, 0.213, -0.678)
H (-1.343, 1.173, -4.183)
H (-2.969, 2.975, -0.154)
Si (-1.937, -1.709, -1.464)
C (2.268, 3.027, 4.421)
H (2.181, 1.533, 5.965)
S (1.554, -0.951, 4.323)
H (-1.768, -2.782, -3.667)
H (3.893, -1.382, -0.050)
H (0.842, -3.164, 2.819)

# 2
Density functional theory data (ωB97M-V with the def2-TZVPD basis set) for one molecule with the formula C26H37N7O3.

## Properties
ΔE to the lowest compared entry with this formula, charge and spin: 37.7 kJ/mol
Gap between HOMO and LUMO: 8.401 eV
SMILES: COCCn1nnnc1C1(N(Cc2cc3cc(C)ccc3[nH]c2=O)C[C@H]2CCCO2)CCN(C)CC1
Charge: 0
Max |F|: 1.50 eV/A
Highest occupied orbital energy: -0.3070 Ha

CARTESIAN COORDINATES (ANGSTROEM)
C (1.977, 0.011, -0.590)
H (0.586, -2.350, 0.002)
O (-1.056, -2.010, -1.414)
H (-7.626, -0.996, -0.078)
C (-5.196, 1.332, -0.136)
H (4.735, 0.756, -0.601)
H (5.828, 1.173, -3.386)
C (-6.460, 0.801, 0.003)
H (1.432, -3.772, 2.586)
H (5.441, -0.435, -4.015)
C (2.684, -0.728, 0.503)
N (-3.224, -1.638, -0.964)
N (3.261, -2.264, 1.916)
H (2.091, 1.871, -1.643)
N (4.042, -1.277, 2.037)
H (1.722, -3.731, 0.078)
H (3.152, 3.661, 1.723)
H (-0.341, 2.147, 2.419)
C (1.310, -2.877, 0.626)
C (-5.581, -1.395, -0.505)
H (-8.363, 1.648, -0.469)
C (-0.337, 0.764, -1.122)
H (-1.954, -3.396, 1.579)
C (0.498, 1.926, 1.732)
N (3.723, -0.308, 1.191)
H (-8.136, 1.287, 1.238)
H (4.128, -1.508, -1.455)
C (-1.402, -4.171, 1.031)
H (-3.376, -2.630, -1.104)
H (0.290, 4.611, 1.844)
C (-4.301, -0.856, -0.647)
H (2.720, 1.965, 0.003)
N (2.373, -1.971, 0.958)
C (-2.774, 1.029, -0.618)
H (-0.352, 1.855, -1.022)
H (1.606, -1.793, -1.775)
O (0.500, 2.905, 0.711)
H (3.632, -1.632, -3.156)
C (2.100, -0.830, -1.880)
O (-0.201, -4.493, 1.694)
H (-1.989, -5.087, 1.011)
C (3.566, -1.004, -2.263)
C (-1.731, 0.230, -0.938)
C (-7.638, 1.661, 0.344)
H (0.812, -0.182, 1.868)
N (4.131, 0.294, -2.580)
C (-4.100, 0.524, -0.461)
H (-0.797, 0.258, 1.315)
H (1.410, 4.697, 0.457)
H (2.591, 1.461, 2.168)
H (-2.611, 2.088, -0.473)
H (-5.032, 2.390, 0.005)
H (-0.019, 0.501, -2.131)
H (-7.333, 2.689, 0.519)
H (1.629, -0.297, -2.705)
H (0.110, -2.583, 2.412)
C (4.103, 1.156, -1.410)
C (0.268, 0.484, 1.195)
H (2.219, 4.209, 3.117)
H (1.656, 1.960, 3.577)
H (4.505, 2.130, -1.704)
C (1.812, 2.138, 2.515)
H (-5.731, -2.456, -0.649)
C (1.061, 4.068, 1.276)
C (-6.637, -0.575, -0.186)
C (-1.928, -1.203, -1.130)
H (6.178, -0.267, -2.403)
H (-1.222, -3.826, 0.009)
C (5.468, 0.181, -3.117)
C (0.651, -3.404, 1.916)
C (2.184, 3.599, 2.217)
N (0.576, 0.139, -0.176)
C (2.681, 1.349, -0.889)

# 3
Density functional theory data (ωB97M-V with the def2-TZVPD basis set) for one molecule with the formula C26H38N4O4S.

## Properties
ΔE to the lowest compared entry with this formula, charge and spin: 14.1 kJ/mol
Gap between HOMO and LUMO: 7.846 eV
SMILES: C=CCn1cc(C(=O)NCCCN(CC)CC)c(=O)c2cc(S(=O)(=O)N3CCC(C)CC3)ccc21
Charge: 0
Max |F|: 1.10 eV/A
Highest occupied orbital energy: -0.2931 Ha

CARTESIAN COORDINATES (ANGSTROEM)
C (5.019, -3.598, -0.557)
H (-3.599, -3.351, 1.028)
C (-5.686, -2.912, 0.622)
C (-5.093, -2.085, -1.648)
C (-1.827, 3.030, -0.605)
H (6.171, -1.767, 1.947)
C (-5.648, -3.276, -0.864)
N (5.784, -2.375, -0.707)
C (0.315, 4.508, -2.535)
H (5.559, 0.658, 2.017)
O (4.278, 2.236, 0.835)
H (7.622, -2.205, 0.342)
C (0.364, 3.375, -3.208)
N (3.542, 0.356, 1.864)
C (3.374, 1.475, 1.147)
H (0.237, 3.351, -4.275)
C (-2.825, 1.072, 0.349)
O (-4.518, 0.145, 2.134)
C (-7.034, -3.664, -1.370)
H (-6.362, -2.067, 0.772)
O (-5.350, 0.581, -0.138)
H (4.725, -3.840, -2.674)
C (-0.454, 1.403, 0.555)
H (-4.971, -4.130, -0.996)
H (5.906, -0.386, -0.183)
H (3.980, -3.319, -0.368)
C (-3.725, -1.673, -1.105)
N (0.563, 3.387, -0.344)
H (-7.419, -4.515, -0.814)
C (-2.941, 2.260, -0.360)
H (0.151, 5.449, -3.043)
H (-1.507, -0.283, 1.340)
H (5.365, -4.208, 0.296)
H (4.462, -2.194, 1.815)
H (-4.325, -2.160, 2.137)
H (1.436, 5.186, -0.865)
C (0.840, 0.887, 1.035)
H (7.714, -0.698, -1.655)
H (4.840, -0.272, 3.356)
C (-0.566, 2.625, -0.140)
H (-2.987, -2.463, -1.286)
C (1.753, 2.935, 0.091)
H (7.470, -3.598, -0.730)
H (2.725, -0.229, 2.025)
C (-1.603, 0.644, 0.797)
H (-6.996, -3.929, -2.424)
C (5.274, -1.248, 0.042)
H (-6.048, -3.755, 1.213)
C (7.918, -1.762, -1.746)
C (4.838, -0.123, 2.270)
H (-5.773, -1.237, -1.547)
C (5.204, -1.431, 1.569)
O (0.920, -0.198, 1.608)
H (0.533, 2.425, -2.730)
H (-7.724, -2.832, -1.249)
H (2.619, 3.556, -0.101)
C (7.226, -2.539, -0.628)
H (4.432, -5.309, -1.732)
C (5.070, -4.435, -1.833)
C (1.956, 1.765, 0.755)
H (7.553, -2.099, -2.712)
C (0.500, 4.650, -1.048)
S (-4.293, 0.110, 0.719)
H (4.270, -1.025, -0.334)
H (-5.003, -2.335, -2.707)
H (-0.307, 5.262, -0.629)
H (6.082, -4.770, -2.044)
H (-3.916, 2.556, -0.712)
N (-3.751, -1.419, 0.319)
H (-3.380, -0.756, -1.587)
H (8.994, -1.914, -1.700)
H (-1.935, 3.940, -1.172)
C (-4.294, -2.508, 1.104)

# 4
Density functional theory data (ωB97M-V with the def2-TZVPD basis set) for C26H38N4O6PdSSi2Te as an isolated structure.

## Properties
ΔE to the lowest compared entry with this formula, charge and spin: 101.4 kJ/mol
Gap between HOMO and LUMO: 4.836 eV
Charge: -2
Max |F|: 0.65 eV/A
Highest occupied orbital energy: -0.0318 Ha

CARTESIAN COORDINATES (ANGSTROEM)
C (2.687, -0.760, -8.210)
H (2.641, 1.338, -6.490)
C (-0.643, 4.913, 1.077)
O (-1.042, -4.075, 1.547)
H (-0.036, 5.816, 0.958)
C (1.426, -1.202, 3.183)
H (-4.857, 1.994, 1.641)
C (4.073, -1.615, 0.207)
C (-4.036, 0.940, 4.629)
H (-4.293, 0.641, 0.648)
H (-2.344, -1.619, 2.050)
O (-1.042, -5.009, 3.558)
C (-2.974, -1.343, 2.899)
H (-5.561, 0.386, 1.856)
C (2.987, -3.483, -0.752)
H (-0.072, 4.195, 1.668)
C (-4.632, 0.924, 1.646)
C (2.122, -2.617, -1.375)
C (-0.677, -4.067, 2.700)
H (1.037, 3.004, -1.125)
H (-1.496, 6.405, -1.689)
H (2.877, -4.550, -0.913)
C (0.933, -0.580, -4.286)
C (0.215, -2.994, 3.233)
N (1.485, -1.707, 4.439)
H (1.359, -2.723, -6.867)
Si (-1.093, 4.177, -0.597)
H (3.767, -0.602, -8.162)
N (1.460, -0.229, -1.701)
C (2.068, -0.703, -6.838)
H (2.274, 0.013, -8.863)
H (4.675, -3.640, 0.610)
C (0.654, -3.570, 5.816)
N (0.657, -1.960, 2.429)
O (-0.455, -1.743, -2.448)
H (-2.984, 5.773, -0.969)
C (2.228, -1.215, -1.118)
H (3.218, -0.081, 2.906)
H (-3.899, -1.921, 2.830)
H (-4.282, 2.004, 4.691)
C (2.138, 0.468, -6.080)
H (1.982, -1.376, 5.249)
H (0.345, -2.600, -4.593)
H (-1.899, 2.545, 2.757)
H (-0.659, -4.882, 4.515)
H (-2.456, -1.658, 3.810)
C (3.986, -2.990, 0.086)
C (1.580, 0.532, -4.817)
Pd (0.292, -1.317, 0.291)
C (0.443, 3.796, -1.588)
O (1.312, -3.071, 6.742)
H (1.333, -2.983, -2.012)
N (3.264, -0.741, -0.378)
H (-0.988, 1.153, 3.334)
S (0.240, -0.485, -2.639)
H (-4.944, 0.370, 4.845)
C (2.140, 0.035, 2.773)
Si (-3.331, 0.484, 2.933)
C (-2.084, 5.497, -1.527)
H (1.807, 0.894, 3.362)
H (2.510, -1.728, -8.680)
O (-0.051, -4.617, 5.835)
H (1.068, 4.688, -1.701)
H (-3.037, 2.809, 0.224)
H (0.166, 3.432, -2.580)
C (-1.769, 1.467, 2.633)
C (0.856, -1.748, -5.022)
H (1.638, 1.436, -4.222)
O (-0.578, 0.713, -2.675)
C (-2.123, 2.646, -0.350)
C (0.729, -2.840, 4.500)
H (-2.393, 2.186, -1.303)
H (-1.541, 5.185, 1.640)
C (1.422, -1.804, -6.293)
H (-2.398, 5.122, -2.504)
H (1.951, 0.223, 1.718)
H (-3.310, 0.715, 5.414)
H (4.865, -1.180, 0.816)
Te (-0.938, 1.111, 0.663)

Q: The lowest charge belongs to which entry?
A: C26H38N4O6PdSSi2Te